The following is a quantum chemistry calculation of C11H14OP as an isolated structure at a distorted geometry, from the Open Molecules 2025 dataset.

Last column: Mulliken charge in e.
Cartesian coordinates (Å):
C (1.88330, -2.55160, -2.59494)  -0.6228
C (1.11382, -3.52095, -1.99129)  -0.5104
C (1.78876, -1.22572, -2.20179)  -0.4702
C (0.25276, -3.24055, -0.90381)  -0.5588
C (1.04422, -0.92888, -1.08800)  0.1906
C (0.30213, -1.95134, -0.46348)  0.8322
C (0.71118, 0.37406, -0.47805)  0.0063
C (-0.07204, 0.41977, 0.56436)  -0.0782
C (-0.51992, -1.47820, 0.70100)  -1.1579
C (-2.23737, 2.39001, 0.40659)  -1.3306
C (0.38872, 3.18849, 1.78795)  -1.0332
O (-1.25308, 1.55290, 2.92708)  -0.5254
P (-0.73742, 1.80086, 1.41794)  0.8763
H (2.50386, -2.73499, -3.43134)  0.4392
H (1.24098, -4.47495, -2.34276)  0.4682
H (2.34639, -0.56086, -2.93489)  0.2734
H (-0.49592, -3.92378, -0.37446)  0.3212
H (1.22937, 1.27957, -0.89756)  0.2730
H (-1.60092, -1.68323, 0.76705)  0.4133
H (-0.11553, -1.64557, 1.71621)  0.3642
H (-1.88328, 2.94869, -0.38093)  0.4124
H (-2.65908, 3.03201, 1.08616)  0.4692
H (-2.81152, 1.58612, 0.21015)  0.4675
H (0.95502, 3.28855, 0.82278)  0.3519
H (1.14544, 2.90688, 2.53398)  0.3666
H (-0.31061, 3.90477, 2.08180)  0.3743
H (-2.20925, 1.24795, 3.06025)  0.3877

## Properties
E_LUMO in eV: -3.31
Total charge: +1
HOMO level in eV: -12.2
Gap between HOMO and LUMO in eV: 8.86
2S+1: 1

---

The following is a quantum chemistry calculation of a 2-piece molecular cluster, C11H14OS2 overall at a distorted geometry, from the Open Molecules 2025 dataset.

Last column: Mulliken charge in e.
Cartesian coordinates (Å):
C (-1.28787, -3.18229, -1.49228)  -0.2846
C (-2.15058, -2.06150, -1.59608)  -0.5687
C (0.09584, -3.04231, -1.13123)  -0.7391
C (-1.63799, -0.80864, -1.51432)  -0.4372
C (0.60398, -1.76304, -1.09254)  -0.3184
C (-0.26667, -0.60788, -1.22211)  0.3839
C (1.82152, 2.69049, -0.89348)  -0.7362
C (0.64308, 3.06539, -0.01661)  -0.6836
C (0.20009, 0.65880, -0.72556)  0.3706
C (0.61802, -0.52875, 2.23862)  -0.8616
C (-0.47229, 0.18299, 1.53368)  -0.6649
O (-1.02723, 2.48144, -2.12869)  -0.5989
S (1.96315, 0.86019, -0.82321)  -0.1518
S (-0.90975, 2.13170, -0.69740)  0.4196
H (-1.84361, -4.17383, -1.42241)  0.2617
H (-3.25685, -2.42622, -1.59812)  0.2341
H (0.74704, -4.01451, -1.07835)  0.2620
H (-2.28172, -0.01667, -1.72427)  0.4495
H (1.70115, -1.64964, -0.91283)  0.3031
H (1.50471, 2.82308, -1.91494)  0.3182
H (2.74289, 3.16583, -0.73607)  0.5063
H (0.70927, 2.82826, 0.96953)  0.3857
H (0.44914, 4.18595, 0.04171)  0.4081
H (1.72676, -0.09125, 2.39308)  0.2112
H (0.85545, -1.53804, 1.81038)  0.2120
H (0.18541, -0.72171, 3.26085)  0.3545
H (-0.83740, 1.01135, 1.92680)  0.6821
H (-1.22661, -0.57162, 1.27485)  0.2827

## Properties
E_LUMO in eV: -0.11
Total charge: 0
HOMO level in eV: -7.5
Gap between HOMO and LUMO in eV: 7.38
2S+1: 1

---

The following is a quantum chemistry calculation of a 2-piece molecular cluster, C11H14S3 overall at a distorted geometry, from the Open Molecules 2025 dataset.

Last column: Mulliken charge in e.
Cartesian coordinates (Å):
C (-0.30857, 2.77770, 4.37216)  -1.3106
C (-0.91507, 2.46431, 3.04044)  0.8187
C (-0.51494, 3.19264, 1.90544)  -0.2974
C (-1.03124, 2.89408, 0.65529)  -0.6592
C (-1.91331, 1.78431, 0.49300)  0.0606
S (-2.27967, 1.20225, -1.01714)  -0.5476
C (-2.41322, 1.14164, 1.66448)  -0.7083
C (-1.88609, 1.45423, 2.90640)  -0.3348
H (-0.72287, 2.12454, 5.14231)  0.3442
H (0.77836, 2.64168, 4.34766)  0.2821
H (-0.49666, 3.81841, 4.65758)  0.2930
H (0.21588, 3.99837, 2.02381)  0.3103
H (-0.73689, 3.45534, -0.22888)  0.3765
H (-3.17023, 0.36967, 1.54725)  0.3715
H (-2.21314, 0.91707, 3.80202)  0.2274
C (1.73172, -3.37005, -3.47776)  -0.5662
C (1.01990, -3.82775, -2.21863)  -0.6358
S (-0.40102, -2.79694, -1.75031)  0.0795
C (0.11056, -1.20417, -1.93560)  0.3521
S (1.29216, -0.64326, -2.99505)  0.0787
C (2.42559, -2.04008, -3.25078)  -0.6354
H (2.48948, -4.11718, -3.73963)  0.3383
H (1.02300, -3.29180, -4.30730)  0.3269
H (0.59330, -4.82789, -2.37871)  0.3574
H (1.69067, -3.84365, -1.35107)  0.4011
H (-0.45648, -0.44027, -1.38382)  -0.0810
H (3.08778, -2.06659, -2.37686)  0.4012
H (3.00098, -1.76662, -4.14630)  0.3566

## Properties
E_LUMO in eV: -2.66
Total charge: 0
HOMO level in eV: -5.4
Gap between HOMO and LUMO in eV: 2.71
2S+1: 1

---

The following is a quantum chemistry calculation of a 2-piece molecular cluster, C11H14Si overall at a distorted geometry, from the Open Molecules 2025 dataset.

Last column: Mulliken charge in e.
Cartesian coordinates (Å):
C (1.56692, -1.88019, 1.97980)  0.6570
C (-0.29712, 3.31167, -1.08406)  0.9457
C (-3.21930, -1.02032, -0.12278)  1.0715
C (0.97090, -0.83737, 2.05339)  -1.1217
C (-0.67932, 2.14881, -1.20648)  -0.5684
C (-2.20477, -0.55485, -0.50961)  -0.4873
C (2.30894, -3.15728, 2.09847)  -0.9900
C (0.07160, 4.66083, -1.11405)  -1.1442
C (-4.43526, -1.56310, 0.40424)  -1.2713
C (2.24254, 0.16977, -0.41423)  -0.8029
C (1.05035, -0.34674, -1.37410)  -0.5469
Si (-0.65587, 0.29467, -1.02239)  0.1694
H (1.54885, -3.95059, 1.93272)  0.2625
H (3.18473, -3.00779, 1.48686)  0.2977
H (2.45631, -3.17990, 3.20398)  0.2132
H (1.17940, 4.72548, -1.25438)  0.2676
H (-0.37844, 5.08021, -2.09348)  0.2770
H (-0.20658, 5.24124, -0.25031)  0.3127
H (-4.72007, -2.51978, -0.09237)  0.3048
H (-4.56044, -1.58616, 1.49733)  0.2964
H (-5.20429, -0.98566, -0.02642)  0.3512
H (2.34264, 1.21775, -0.53897)  0.3099
H (2.03953, -0.27575, 0.57340)  0.0314
H (3.19196, -0.19347, -0.74036)  0.3615
H (1.01836, -1.41056, -0.98990)  0.2769
H (1.38842, -0.38092, -2.39628)  0.5263

## Properties
E_LUMO (spin up / spin down) in eV: -1.74 / -1.74
Total charge: 0
HOMO level (spin up / spin down) in eV: -7.0 / -7.0
Gap between HOMO and LUMO (spin up / spin down) in eV: 5.27 / 5.28
2S+1: 1

---

The following is a quantum chemistry calculation of a 2-piece molecular cluster, C11H15BO overall at a distorted geometry, from the Open Molecules 2025 dataset.

Last column: Mulliken charge in e.
Cartesian coordinates (Å):
B (1.26022, 1.27410, 0.23873)  0.2965
C (-3.49995, -0.48386, 0.02459)  -0.8532
C (0.63608, 3.85415, 0.40833)  -0.9477
C (2.19020, 0.15817, 2.29141)  -1.1737
C (-2.88322, 0.67558, -0.38965)  -0.3074
C (-1.54462, 1.10671, -0.04565)  0.4855
C (-0.98271, 2.27205, -0.41527)  -0.6915
C (0.91150, -1.27029, 0.72276)  -0.7693
C (0.73407, -1.80452, -0.52096)  0.1103
C (0.37011, 2.55675, 0.12160)  0.7243
C (1.46564, 0.03531, 1.05218)  0.9746
C (0.25227, -3.16783, -0.77323)  -1.1845
O (3.44647, 1.36123, -1.00517)  -0.7331
H (-4.48889, -0.72502, -0.26547)  0.3229
H (-3.07627, -0.92054, 0.88800)  0.3074
H (-0.00120, 4.76898, 0.14642)  0.2539
H (1.59380, 4.19023, 0.88765)  0.2573
H (2.39750, -0.73207, 2.89350)  0.2578
H (2.68086, 1.05674, 2.69313)  0.2870
H (-3.31483, 1.19402, -1.21636)  0.2724
H (-0.91590, 0.23853, 0.16365)  -0.2280
H (-1.48531, 3.02771, -0.93949)  0.4564
H (0.72786, -1.85888, 1.59527)  0.3301
H (1.06676, -1.29580, -1.38722)  0.4295
H (0.80439, -3.89144, -0.14901)  0.3059
H (-0.80862, -3.04070, -0.70788)  0.2702
H (0.57345, -3.52832, -1.75790)  0.3467
H (3.32313, 0.64589, -1.60986)  0.1996

## Properties
E_LUMO (spin up / spin down) in eV: -0.94 / -0.94
Total charge: 0
HOMO level (spin up / spin down) in eV: -8.3 / -8.3
Gap between HOMO and LUMO (spin up / spin down) in eV: 7.35 / 7.38
2S+1: 1

---

The following is a quantum chemistry calculation of one molecule with the formula C11H15BO2S at a distorted geometry, from the Open Molecules 2025 dataset.

Last column: Mulliken charge in e.
Cartesian coordinates (Å):
B (-0.24992, 1.08661, 0.18046)  0.6451
C (-0.29265, -1.37043, -0.72769)  -0.9233
C (1.48661, -0.77122, 0.76276)  -0.9211
C (1.33307, -2.95321, -0.16536)  -0.6779
C (0.35814, -0.40447, 0.00618)  0.3216
C (0.27258, -2.60691, -0.94108)  0.8557
C (2.03805, -2.02651, 0.64374)  0.8780
C (-0.64451, 3.18529, -0.92253)  -0.4002
C (-1.58753, 3.44503, 0.14984)  0.2169
C (-0.17292, -3.56789, -2.05576)  -1.3644
C (3.11113, -2.52027, 1.53622)  -1.6591
C (-2.83848, 4.16361, 2.43110)  -0.8022
O (-0.43075, 1.80381, -1.00235)  -0.6129
O (-0.62402, 1.53693, 1.30453)  -0.5456
S (-1.63595, 4.75193, 1.25792)  0.0503
H (-1.06962, -1.12600, -1.32029)  0.5701
H (1.99477, 0.04891, 1.18266)  0.3157
H (1.84049, -3.97097, -0.34270)  0.1094
H (-1.03846, 3.36349, -1.87607)  0.2984
H (0.43494, 3.74144, -0.99897)  0.2380
H (-2.44110, 2.74462, 0.19096)  0.2008
H (-1.16480, -3.77345, -1.97167)  0.4466
H (0.06276, -3.15078, -3.05575)  0.2683
H (0.23605, -4.51498, -1.69366)  0.3841
H (3.72098, -3.10367, 0.92550)  0.4329
H (3.64364, -1.68179, 1.94148)  0.3826
H (2.78500, -3.08466, 2.35121)  0.3323
H (-3.58628, 3.46441, 2.06703)  0.2937
H (-3.28700, 4.94791, 2.99539)  0.3687
H (-2.18686, 3.64734, 3.02874)  0.2976

## Properties
E_LUMO (spin up / spin down) in eV: -1.24 / -1.24
Total charge: 0
HOMO level (spin up / spin down) in eV: -8.1 / -8.1
Gap between HOMO and LUMO (spin up / spin down) in eV: 6.84 / 6.84
2S+1: 1

---

The evaluated DFT total energy for the records listed, in turn: -843.852946, -1298.979286, -1621.995774, -716.674808, -527.956773, -1001.616260 Eh.
The evaluated energy relative to the best compared isomer or geometry (same formula, charge and spin) for the records listed, in turn: 0.00, 319.68, 246.02, 996.08, 202.47, 71.11 kJ/mol.